w:
A 2-piece molecular cluster, C3H8S overall, computed with ωB97M-V/def2-TZVPD.

Properties
- HOMO energy: -9.042 eV
- LUMO energy: 0.93 eV
- Structure (SMILES): C=C.CS
- Kohn-Sham gap: 10.0 eV

The geometry in ORCA input format:
```
! wB97M-V def2-TZVPD RIJCOSX def2/J DEFGRID3
* xyz 0 1
C 2.15057 3.31948 -1.22375
S 1.54287 1.74532 -0.52676
H 1.32814 4.01532 -1.11393
H 2.96640 3.63162 -0.57743
H 2.60364 3.14446 -2.19656
H 2.68695 1.09920 -0.29911
C -3.10019 -4.27652 1.62353
C -2.84518 -3.22815 0.84926
H -2.22898 -4.78153 2.03471
H -4.07082 -4.64614 1.91722
H -1.83751 -2.88835 0.64215
H -3.56867 -2.42833 0.70153
*
```

Per-atom Löwdin charges, elementary charge units:
1 C -0.48
2 S 0.60
3 H 0.02
4 H 0.02
5 H 0.02
6 H -0.18
7 C -0.08
8 C -0.09
9 H 0.04
10 H 0.04
11 H 0.04
12 H 0.04

=====

x:
A 2-piece molecular cluster, C3H8S overall, computed with ωB97M-V/def2-TZVPD.

Properties
- HOMO energy: -8.983 eV
- LUMO energy: 0.95 eV
- Structure (SMILES): C=C.CS
- Kohn-Sham gap: 9.9 eV

The geometry in ORCA input format:
```
! wB97M-V def2-TZVPD RIJCOSX def2/J DEFGRID3
* xyz 0 1
C 2.28131 1.85371 0.49686
S 1.55722 0.77105 -0.79889
H 2.52507 2.88717 0.28181
H 1.72417 1.73197 1.44097
H 3.10392 1.27199 0.91461
H 1.77797 1.29839 -2.04213
C -2.77314 -1.65768 -0.23857
C -1.52094 -1.81573 0.20632
H -2.91778 -1.57206 -1.30494
H -3.55841 -1.19896 0.35133
H -0.80081 -1.97003 -0.57136
H -1.39858 -1.59983 1.26398
*
```

Per-atom Löwdin charges, elementary charge units:
1 C -0.49
2 S 0.59
3 H 0.03
4 H 0.03
5 H 0.01
6 H -0.16
7 C -0.09
8 C -0.08
9 H 0.04
10 H 0.04
11 H 0.03
12 H 0.05

=====

y:
A 2-piece molecular cluster, C3H8S overall, computed with ωB97M-V/def2-TZVPD.

Properties
- HOMO energy: -9.081 eV
- LUMO energy: 0.92 eV
- Structure (SMILES): C=C.CS
- Kohn-Sham gap: 10.0 eV

The geometry in ORCA input format:
```
! wB97M-V def2-TZVPD RIJCOSX def2/J DEFGRID3
* xyz 0 1
C 2.94429 3.01187 0.69485
C 1.87481 3.78918 0.51717
H 3.66437 2.84467 -0.11431
H 3.13325 2.51837 1.65505
H 1.68585 4.28268 -0.44302
H 1.15473 3.95638 1.32633
S 0.14044 1.00639 3.58782
C -0.14614 -0.09013 2.17510
H -0.42344 0.21276 4.52306
H 0.26769 0.41874 1.28831
H -1.22012 -0.27538 2.00521
H 0.36387 -1.06093 2.29361
*
```

Per-atom Löwdin charges, elementary charge units:
1 C -0.09
2 C -0.09
3 H 0.05
4 H 0.05
5 H 0.05
6 H 0.05
7 S 0.59
8 C -0.51
9 H -0.16
10 H 0.02
11 H 0.03
12 H 0.03

=====

Going by the computed energies, the most stable comes first: y, w, x.

=====

w:
C4H6ClN3 in the gas phase, computed with ωB97M-V/def2-TZVPD.

Properties
- HOMO energy: -8.831 eV
- LUMO energy: 0.32 eV
- Structure (SMILES): [H]/N=C1\C=C(Cl)CNN1
- Kohn-Sham gap: 9.2 eV

The geometry in ORCA input format:
```
! wB97M-V def2-TZVPD RIJCOSX def2/J DEFGRID3
* xyz 0 1
C 1.44664 -0.19973 -0.11785
C 0.53096 -1.21942 0.11820
C -0.93263 -0.84210 0.02736
C 0.96358 1.18554 -0.02236
H 0.74301 -2.28107 0.26430
H -1.75325 -2.60393 -0.07009
H -2.28339 0.56386 0.04786
H -0.83059 2.24700 0.16275
H 1.19300 1.64825 0.99876
H 1.66394 1.84994 -0.73606
N -1.91842 -1.62093 -0.37874
N -1.35154 0.42620 0.26857
N -0.51561 1.43259 -0.44656
Cl 3.04431 -0.58622 -0.11614
*
```

Per-atom Löwdin charges, elementary charge units:
1 C -0.79
2 C -0.03
3 C -0.45
4 C -0.22
5 H 0.11
6 H 0.04
7 H 0.09
8 H 0.12
9 H 0.13
10 H 0.15
11 N 0.10
12 N 0.00
13 N -0.01
14 Cl 0.77

=====

x:
C4H6ClN3 in the gas phase, computed with ωB97M-V/def2-TZVPD.

Properties
- HOMO energy: -8.471 eV
- LUMO energy: 0.67 eV
- Structure (SMILES): [H]/N=C1\C=C(Cl)CNN1
- Kohn-Sham gap: 9.1 eV

The geometry in ORCA input format:
```
! wB97M-V def2-TZVPD RIJCOSX def2/J DEFGRID3
* xyz 0 1
C -0.30660 0.04058 0.75666
C -0.52765 0.89416 -0.26382
C 0.15852 0.61674 -1.53309
C 0.57661 -1.15980 0.64899
H -1.25130 1.75711 -0.16413
H -0.42581 2.22618 -2.54590
H 1.24888 -0.73353 -2.40865
H 1.51848 -2.16141 -0.85217
H 1.57201 -0.78389 1.00999
H 0.28008 -1.93962 1.30645
N 0.21591 1.39227 -2.54905
N 1.04892 -0.45479 -1.50093
N 0.70476 -1.60356 -0.71335
Cl -0.94911 0.23221 2.31443
*
```

Per-atom Löwdin charges, elementary charge units:
1 C -0.69
2 C -0.05
3 C -0.45
4 C -0.26
5 H 0.13
6 H 0.06
7 H 0.10
8 H 0.11
9 H 0.14
10 H 0.10
11 N 0.11
12 N 0.01
13 N -0.04
14 Cl 0.72

=====

Going by the computed energies, the most stable comes first: x, w.

=====

w:
A 3-piece molecular cluster, C5H15NO2 overall, computed with ωB97M-V/def2-TZVPD.

Properties
- HOMO energy (alpha / beta): -13.877 / -14.663 eV
- LUMO energy (alpha / beta): -3.48 / -6.49 eV
- Kohn-Sham gap (alpha / beta): 10.4 / 8.2 eV

The geometry in ORCA input format:
```
! wB97M-V def2-TZVPD RIJCOSX def2/J DEFGRID3
* xyz 1 2
C -0.63863 2.60924 -0.38635
N -0.58676 1.16085 -0.08818
C 0.61209 0.59226 0.04713
C 0.86075 -0.76593 -0.12438
C 1.84569 -1.60797 0.55874
C 1.77533 1.45800 0.42805
H 0.23204 2.96673 -0.94029
H -1.51408 2.81030 -0.99110
H -0.58289 3.19172 0.52815
H -1.21056 0.67467 -0.72271
H 0.26634 -1.37453 -0.79617
H 1.80743 -2.60871 0.12885
H 2.86039 -1.21018 0.64014
H 1.67893 -1.90079 1.60781
H 2.64642 0.96627 0.84188
H 1.48842 2.29973 1.05340
H 2.10816 1.84482 -0.54764
H -1.04246 -1.52107 -3.59028
H -1.95544 -1.84588 -2.40091
O -1.66803 -1.13074 -2.97868
H -1.53856 -1.73211 3.55481
H -1.07720 -1.00871 2.35188
O -1.57007 -1.80261 2.59118
*
```

Per-atom Löwdin charges, elementary charge units:
1 C -0.02
2 N 0.09
3 C -0.26
4 C 0.01
5 C -0.05
6 C 0.02
7 H 0.10
8 H 0.11
9 H 0.10
10 H 0.15
11 H 0.12
12 H 0.10
13 H 0.10
14 H 0.12
15 H 0.09
16 H 0.10
17 H 0.12
18 H 0.04
19 H 0.04
20 O -0.05
21 H 0.05
22 H 0.01
23 O -0.06

=====

x:
A 2-piece molecular cluster, C5H15NO2 overall, computed with ωB97M-V/def2-TZVPD.

Properties
- HOMO energy (alpha / beta): -14.961 / -14.944 eV
- LUMO energy (alpha / beta): -3.11 / -8.42 eV
- Kohn-Sham gap (alpha / beta): 11.9 / 6.5 eV

The geometry in ORCA input format:
```
! wB97M-V def2-TZVPD RIJCOSX def2/J DEFGRID3
* xyz 1 2
C 1.34246 -1.63898 -1.42951
C 1.08300 -0.18157 -1.70880
N 0.52603 0.54898 -0.50063
C -1.84704 0.27225 -1.15188
C -0.80839 0.20163 0.01980
C -1.06961 1.17128 1.19362
O -2.26296 0.90650 1.87757
H 1.70012 -2.16058 -2.30881
H 1.79018 -1.77258 -0.45776
H 0.36104 -2.13746 -1.28153
H 2.06205 0.30209 -1.78214
H 0.53236 0.09304 -2.60079
H 0.57681 1.57048 -0.60854
H -2.33281 -0.70136 -1.24588
H -2.53310 1.06035 -0.86508
H -1.42796 0.44230 -2.12644
H -0.79458 -0.76221 0.55634
H -1.27377 2.16891 0.76452
H -0.13892 1.14043 1.77657
H -2.31837 -0.04097 2.00828
H 2.20461 -0.51952 0.81195
H 2.08957 -1.59021 1.98054
O 2.67391 -0.94976 1.51851
*
```

Per-atom Löwdin charges, elementary charge units:
1 C -0.05
2 C -0.16
3 N 0.19
4 C 0.04
5 C -0.30
6 C -0.24
7 O 0.00
8 H 0.10
9 H 0.06
10 H 0.09
11 H 0.14
12 H 0.13
13 H 0.18
14 H 0.11
15 H 0.10
16 H 0.07
17 H 0.16
18 H 0.14
19 H 0.13
20 H 0.10
21 H -0.03
22 H 0.07
23 O -0.04

=====

Going by the computed energies, the most stable comes first: w, x.

=====

w:
C2H12NO4 as an isolated structure, computed with ωB97M-V/def2-TZVPD.

Properties
- HOMO energy: -4.578 eV
- LUMO energy: 3.90 eV
- Kohn-Sham gap: 8.5 eV

The geometry in ORCA input format:
```
! wB97M-V def2-TZVPD RIJCOSX def2/J DEFGRID3
* xyz -1 1
C 0.81420 -0.10650 -0.99497
O -0.25384 0.75131 -1.03616
C 0.45837 -1.67559 -0.73943
N -0.82086 -2.02937 -1.39566
H 1.33278 -0.22633 -1.89571
H 1.57239 0.12093 -0.23337
H 1.28889 -2.25285 -0.99923
H 0.35169 -1.64592 0.37295
H -1.48606 -2.17954 -0.64168
H -1.22215 -1.23727 -1.94727
H -1.29634 2.50764 0.46585
H -0.33754 1.33358 0.06766
O -0.71366 2.01676 1.06154
H -2.05314 0.98691 0.93865
H -2.57213 -0.42138 0.26225
O -2.85220 0.33918 0.84493
H 2.57397 1.65187 1.30640
H 2.31778 0.96155 2.65658
O 2.89785 1.10502 1.90667
*
```

Per-atom Löwdin charges, elementary charge units:
1 C -0.36
2 O -0.24
3 C -0.25
4 N -0.04
5 H 0.06
6 H 0.08
7 H 0.05
8 H 0.10
9 H 0.03
10 H 0.07
11 H -0.02
12 H 0.02
13 O -0.31
14 H -0.01
15 H 0.01
16 O -0.17
17 H -0.06
18 H 0.05
19 O -0.01

=====

x:
A 4-piece molecular cluster, C2H12NO4 overall, computed with ωB97M-V/def2-TZVPD.

Properties
- HOMO energy: -4.732 eV
- LUMO energy: 3.88 eV
- Kohn-Sham gap: 8.6 eV

The geometry in ORCA input format:
```
! wB97M-V def2-TZVPD RIJCOSX def2/J DEFGRID3
* xyz -1 1
C -0.69132 -1.39235 0.40032
N -0.60957 0.00457 -0.04016
C -0.39792 0.16323 -1.46478
O 0.65544 -0.58434 -2.01048
H -1.54113 -1.94643 0.00090
H 0.22667 -1.93569 0.15644
H -0.74169 -1.37542 1.49142
H 0.17055 0.40697 0.47986
H -1.31291 -0.15395 -1.98100
H -0.26529 1.23666 -1.64504
H -2.17287 0.75996 0.41586
H -3.70886 0.57377 0.63524
O -3.04488 1.24388 0.46376
H 3.26514 0.02052 -0.17185
H 1.34119 -0.63734 -1.29031
O 2.35958 -0.30600 -0.11167
H 1.96990 0.15098 1.31417
H 1.88128 1.41955 2.20283
O 1.54940 0.51771 2.18797
*
```

Per-atom Löwdin charges, elementary charge units:
1 C -0.12
2 N -0.13
3 C -0.34
4 O -0.12
5 H 0.07
6 H 0.07
7 H 0.08
8 H 0.07
9 H 0.11
10 H 0.11
11 H -0.01
12 H 0.00
13 O -0.12
14 H -0.06
15 H -0.01
16 O -0.39
17 H -0.04
18 H 0.00
19 O -0.17

=====

Going by the computed energies, the most stable comes first: x, w.